No. 1
{"formula": "C21H29N10O2SSbTi", "method": "wB97M-V/def2-TZVPD", "total_charge": 2, "homo_lumo_gap_ev": [6.885, 6.882], "spin_multiplicity": 3, "e_tot_ev": -81717.1845, "de_lowest_kcal_mol": 20.7, "s_squared": 2.01, "homo_ev": [-12.561, -12.788], "symbols": ["H", "C", "H", "C", "H", "N", "N", "O", "C", "H", "C", "C", "C", "C", "O", "C", "H", "H", "C", "H", "C", "H", "N", "H", "H", "C", "C", "H", "S", "C", "C", "H", "H", "H", "H", "N", "N", "H", "H", "H", "C", "H", "H", "N", "H", "H", "N", "C", "H", "N", "H", "H", "C", "H", "C", "H", "N", "C", "Sb", "N", "C", "Ti", "H", "H", "C"], "xyz": [[6.06821, 0.91445, 2.93858], [-1.77748, 1.15155, -5.76624], [6.22122, 0.77385, 1.19037], [-0.53728, 3.88196, 0.38501], [-1.28895, -1.70770, 3.28750], [4.28947, 1.16946, 1.82935], [-1.18223, -1.89328, -1.78396], [1.84851, -0.40983, -0.87722], [1.66889, 0.57767, -4.32584], [-3.45999, -4.70901, -0.57003], [5.72504, 1.32221, 1.98542], [-3.23714, -2.58534, -0.82232], [3.36840, 1.70951, 2.63553], [-1.99693, 1.76254, -0.53019], [1.88467, -2.55454, -0.17147], [0.06381, 2.86155, -0.34954], [0.98325, -4.30645, -2.33773], [-3.71175, 2.72497, 0.32633], [-2.64156, 2.75928, 0.17015], [2.09628, 0.04746, -5.17569], [-1.88622, 3.82255, 0.66267], [-4.21624, -2.34849, -0.42726], [0.54421, -2.87240, 2.07652], [2.05375, 3.60166, -0.12529], [2.12860, 1.56762, -4.29642], [0.18269, 0.70288, -4.46572], [-2.38914, -1.58996, -1.25985], [-2.25279, 1.39805, -6.70649], [1.71967, 1.44705, 2.37178], [1.49406, 2.93511, -0.77659], [-0.40867, 1.02485, -5.68644], [-2.47181, 0.07625, 2.66497], [3.92395, 0.59650, 1.08775], [1.54383, 3.32810, -1.79621], [0.21844, 1.16852, -6.55557], [-1.12837, -1.32435, 2.36914], [-1.66049, -0.04894, 2.07150], [-1.28878, -5.22493, -1.66302], [-0.97283, 0.65470, 2.34685], [1.29928, -3.25168, 1.52672], [0.48161, -3.41363, -2.70363], [-2.36354, 4.60941, 1.23202], [3.12191, 2.83964, 4.28558], [-0.66880, 1.81449, -0.75595], [0.26421, -3.32465, 2.92927], [0.06679, 4.71232, 0.72164], [1.36347, -1.42937, -0.12199], [-1.61017, -4.20226, -1.52158], [6.02318, 2.36971, 1.91026], [3.80337, 2.47469, 3.64464], [0.25244, -3.56429, -3.76130], [4.77894, 2.58270, 3.86469], [-1.91636, 0.63906, -3.43606], [1.17634, -2.57845, -2.62130], [-0.06357, -1.75919, 1.66954], [1.96979, 1.95745, -0.73906], [-0.57057, 0.51637, -3.37634], [-0.79368, -3.16109, -1.96333], [-3.20280, 0.38832, -1.69395], [0.30970, -0.98749, 0.64997], [-2.81897, -3.91196, -0.92360], [0.01988, -0.13437, -1.37852], [1.95060, 0.04708, -3.41487], [-3.62484, 1.05628, -4.66514], [-2.54837, 0.95744, -4.62065]], "forces_ev_per_angstrom": [[0.00, 0.00, 0.00], [-0.01, 0.00, -0.02], [0.00, 0.00, 0.00], [0.02, -0.05, -0.02], [0.13, 0.03, 0.07], [-0.02, 0.03, 0.01], [0.20, 0.24, 0.12], [-0.30, -0.01, -0.38], [-0.01, 0.00, 0.00], [0.01, -0.01, -0.01], [0.02, 0.00, -0.01], [-0.07, 0.05, 0.06], [0.09, 0.01, 0.02], [0.08, 0.14, -0.17], [-0.06, -0.02, 0.04], [0.01, 0.05, 0.08], [0.01, 0.01, 0.01], [0.00, -0.01, -0.01], [-0.04, -0.01, 0.06], [-0.01, 0.00, 0.00], [-0.01, -0.01, 0.00], [0.01, 0.02, 0.00], [0.00, -0.03, 0.03], [0.00, 0.00, 0.00], [0.00, 0.00, 0.01], [0.03, 0.01, 0.00], [0.01, -0.11, -0.27], [0.01, 0.00, 0.00], [-0.15, -0.02, -0.03], [-0.01, -0.01, 0.03], [0.01, -0.01, 0.04], [-0.08, -0.05, -0.09], [0.02, 0.00, 0.02], [0.00, -0.02, 0.00], [-0.01, 0.00, -0.01], [-0.15, -0.02, -0.08], [0.16, 0.04, 0.07], [0.00, 0.00, 0.00], [-0.02, 0.02, 0.05], [0.02, 0.01, -0.03], [0.01, 0.01, 0.00], [0.01, 0.01, 0.00], [-0.01, 0.01, 0.00], [0.02, -0.31, -0.06], [0.01, 0.00, 0.00], [0.00, 0.00, 0.01], [0.16, 0.08, 0.14], [-0.02, 0.04, -0.01], [0.00, 0.00, 0.00], [0.01, -0.04, 0.01], [-0.01, -0.01, 0.00], [0.00, 0.01, -0.01], [-0.13, 0.05, -0.14], [0.00, -0.01, -0.01], [-0.24, 0.36, 0.09], [0.02, -0.01, 0.00], [-0.14, -0.09, 0.30], [-0.01, -0.06, 0.04], [-0.11, -0.02, 0.11], [0.22, -0.43, -0.36], [0.02, -0.01, -0.01], [0.30, 0.13, 0.28], [0.02, 0.00, -0.01], [0.00, -0.01, 0.01], [0.04, 0.02, -0.02]], "nbo_charge": [0.210, -0.112, 0.236, -0.213, 0.399, -0.577, -0.609, -0.604, -0.647, 0.248, -0.437, -0.252, 0.340, -0.067, -0.412, 0.291, 0.256, 0.242, -0.267, 0.256, -0.112, 0.243, -0.769, 0.255, 0.254, 0.264, -0.087, 0.249, -0.411, -0.651, -0.216, 0.380, 0.420, 0.239, 0.247, -0.416, -0.632, 0.248, 0.380, 0.452, -0.640, 0.247, 0.427, -0.617, 0.417, 0.248, 0.386, -0.218, 0.210, -0.779, 0.252, 0.407, -0.085, 0.228, 0.622, 0.245, -0.604, 0.268, 1.153, -0.498, -0.114, 1.609, 0.225, 0.242, -0.250]}

---

No. 2
{"formula": "C3H9BNO5PS", "method": "wB97M-V/def2-TZVPD", "total_charge": 0, "homo_lumo_gap_ev": 9.136, "e_tot_ev": -35785.6821, "homo_ev": -9.573, "smiles": "CCB(O)OC(=O)NP(O)(O)=S", "symbols": ["C", "H", "P", "H", "O", "C", "N", "O", "O", "O", "H", "H", "B", "H", "C", "H", "O", "H", "H", "S", "H"], "xyz": [[-1.51330, 1.20097, -1.21034], [-3.56410, 0.87640, -0.03326], [1.43584, -0.43638, 1.56174], [-0.33326, -2.02380, 1.25424], [0.95952, 1.04488, -2.22747], [-2.52628, 0.37011, -0.22278], [0.12405, -1.27347, 0.69145], [2.68852, -1.63945, 1.93531], [1.52182, -2.63601, -0.88659], [2.07666, 0.92210, 0.67576], [1.84312, 1.79604, 1.10727], [0.97921, 1.89090, -1.67295], [-0.24575, 0.29281, -1.79405], [-2.05283, 1.72986, -2.11767], [0.52985, -1.73069, -0.69216], [3.28209, -1.12240, 2.58716], [-0.23315, -1.18656, -1.86399], [-1.98794, 0.31353, 0.83529], [-2.62079, -0.74265, -0.60498], [0.63980, 0.31550, 3.20863], [-1.00309, 2.03829, -0.53059]], "forces_ev_per_angstrom": [[0.04, 0.05, 0.67], [1.98, -1.01, -0.69], [0.31, 0.62, 2.21], [0.74, 0.77, -0.51], [-2.70, -0.86, 2.30], [0.76, -0.27, 0.66], [2.63, 0.43, -2.21], [-1.39, 4.00, -0.44], [-7.00, 6.34, 1.26], [-0.96, -2.37, 0.79], [-0.01, -1.82, -0.07], [-0.15, -1.65, -1.44], [1.14, 1.57, -0.17], [1.01, -1.01, 1.87], [4.26, -4.74, -2.66], [-1.22, -1.14, -1.29], [2.42, 0.86, 3.94], [-1.22, 0.06, -2.25], [-0.13, 2.34, 0.74], [0.63, -0.69, -1.11], [-1.15, -1.46, -1.62]], "nbo_charge": [-0.815, 0.223, 1.842, 0.463, -0.902, -0.631, -1.011, -0.911, -0.503, -0.975, 0.534, 0.497, 1.214, 0.257, 0.872, 0.509, -0.718, 0.225, 0.214, -0.608, 0.223]}